Entry 1:
C3H8N4S | ωB97M-V/def2-TZVPD

Last column: Mulliken charge in e.
Element x y z (Å)
C (1.48649, 0.56793, -1.76647)  -0.640
C (-0.71018, 0.12080, -1.79913)  0.043
C (-0.38096, 0.11030, 0.80794)  -0.014
H (2.24693, 0.93076, -2.43344)  0.255
H (1.75063, -0.63823, -1.52762)  0.184
H (1.43722, 1.21384, -0.88489)  0.252
H (-1.65471, 0.05216, -2.18663)  0.465
H (-2.54750, -1.94004, 0.41926)  0.163
H (0.08689, 1.23158, 0.71039)  0.197
H (1.70689, 0.70527, 3.11806)  0.105
H (-0.88721, 0.14487, 3.73190)  0.268
N (0.23368, 0.73963, -2.27825)  -0.429
N (-0.79557, -0.41701, -0.44352)  -0.079
N (-0.68228, -0.44420, 1.84577)  -0.109
N (0.10603, -0.31155, 3.11205)  -0.459
S (-1.39634, -2.06611, -0.42542)  -0.204

The total charge is 0. As for the frontier orbital gap: 0.2857 Ha. The value obtained for the strongest force on any atom is 6.518 eV/A. The calculation puts the energy above the lowest of the compared OMol25 structures with the same formula, charge and spin at 8.859 eV. The total energy comes out at -20027.3783 eV. The LUMO energy comes out at -1.02 eV.

=====

Entry 2:
C8H11NO7S | ωB97M-V/def2-TZVPD

Last column: Mulliken charge in e.
Element x y z (Å)
O (-0.73122, -3.59226, 1.63222)  -0.421
C (0.05343, -2.77036, 1.42235)  0.641
N (0.82650, -1.84989, 1.20940)  -0.388
C (1.00685, -1.37648, -0.17076)  -0.224
O (2.42164, -1.40252, -0.39732)  -0.496
S (3.06553, -0.29628, 0.60497)  1.251
O (3.99603, 0.46738, -0.15570)  -0.613
O (3.49780, -0.86418, 1.82549)  -0.588
O (1.71897, 0.56989, 0.80165)  -0.507
C (0.74335, 0.12842, -0.20040)  1.215
C (1.22016, 0.78448, -1.52542)  -1.084
C (1.31104, 2.29018, -1.40548)  -0.133
O (1.33380, 2.99783, -2.37633)  -0.495
C (-0.67874, 0.63725, 0.05819)  -1.321
C (-1.73863, -0.39809, 0.47587)  -0.228
C (-3.16700, 0.08708, 0.17630)  -0.805
O (-3.78768, 0.64202, 1.33613)  -0.536
H (0.44950, -1.99422, -0.86692)  0.669
H (0.47981, 0.58264, -2.30398)  0.469
H (2.16602, 0.38383, -1.88000)  0.657
H (1.34665, 2.72107, -0.39116)  0.404
H (-1.04300, 1.16249, -0.82364)  0.551
H (-0.59906, 1.38554, 0.85214)  0.314
H (-1.60388, -1.35552, -0.03068)  0.380
H (-1.68897, -0.54161, 1.55487)  0.317
H (-3.15431, 0.84998, -0.60738)  0.321
H (-3.78735, -0.75145, -0.13183)  0.343
H (-3.52193, 1.56195, 1.40484)  0.305

The total charge is 0. The structure (SMILES) is O=C=N[C@@H]1OS(=O)(=O)O[C@]1(CC=O)CCCO. As for the frontier orbital gap: 0.3887 Ha. The value obtained for the strongest force on any atom is 1.544 eV/A. The total energy comes out at -35130.1630 eV. The LUMO energy comes out at 0.23 eV.

=====

Entry 3:
C35H36BCl3GeIrN9OP | ωB97M-V/def2-TZVPD

Last column: Mulliken spin population.
Element x y z (Å)
Ir (-1.56657, 0.65249, -1.25246)  2.024
C (-6.05165, -0.00631, -1.70783)  0.238
C (-4.88773, 0.75063, -2.05522)  0.181
N (-3.76735, 0.07043, -1.76081)  0.271
N (-4.21753, -1.19618, -1.32195)  0.120
C (-5.58253, -1.21446, -1.24628)  0.271
B (-3.19749, -2.20093, -0.69792)  -0.080
N (-2.63300, -1.47607, 0.63905)  0.116
C (-2.94063, -1.74922, 1.91890)  0.259
C (-2.32411, -0.83595, 2.76666)  0.236
C (-1.65892, 0.07505, 1.87130)  0.086
N (-1.85673, -0.29054, 0.57677)  0.157
N (-2.02128, -2.27249, -1.67376)  0.015
C (-1.58536, -3.29533, -2.45518)  0.062
C (-0.39841, -2.95060, -3.07295)  0.034
C (-0.15303, -1.60858, -2.63405)  0.008
N (-1.17818, -1.18459, -1.90531)  -0.003
N (-3.80487, -3.60955, -0.38153)  -0.004
C (-3.15289, -4.79573, -0.04942)  0.003
C (-4.07705, -5.67415, 0.49781)  0.007
C (-5.28716, -4.96227, 0.49401)  -0.003
N (-5.13556, -3.71465, 0.02601)  0.005
H (-7.08551, 0.37592, -1.78385)  -0.010
H (-4.91119, 1.72107, -2.53717)  0.013
H (-6.08765, -2.11316, -0.90316)  0.016
H (-3.44758, -2.64308, 2.09745)  0.004
H (-2.40374, -0.76883, 3.86611)  -0.012
H (-1.05625, 0.91294, 2.17125)  0.014
H (-2.21395, -4.17994, -2.40874)  0.000
H (0.20932, -3.50426, -3.79595)  0.000
H (0.65454, -0.94576, -2.89891)  -0.013
H (-2.08759, -4.89137, -0.21417)  0.000
H (-3.95001, -6.73948, 0.71552)  0.000
H (-6.27317, -5.24938, 0.83137)  0.000
C (-0.26626, 5.24540, 1.25861)  0.008
C (-0.61774, 4.90611, -0.21104)  0.009
C (0.65706, 5.12296, -1.03873)  0.011
C (-1.74111, 5.85984, -0.74101)  0.018
C (-1.01607, 3.47969, -0.37745)  0.100
N (-1.33012, 2.37026, -0.58289)  -0.140
H (0.17607, 6.26418, 1.36027)  0.001
H (0.47509, 4.60774, 1.72935)  -0.002
H (-1.10056, 5.26547, 1.98105)  0.000
H (0.94874, 6.19911, -1.03637)  0.001
H (0.54373, 4.81816, -2.07825)  -0.001
H (1.54883, 4.58203, -0.68501)  -0.001
H (-1.50495, 6.88811, -0.47966)  0.002
H (-2.72795, 5.65403, -0.33939)  0.000
H (-1.83443, 5.80025, -1.83541)  -0.001
O (1.39091, 0.64889, 0.20462)  0.020
P (2.66324, 0.07441, 0.73523)  0.083
C (3.80220, -0.11715, -0.60291)  0.023
C (4.97894, -0.89726, -0.42403)  0.247
C (5.67803, -1.34185, -1.53835)  0.236
C (5.27213, -0.98303, -2.81446)  0.048
C (4.07824, -0.31042, -3.01497)  0.173
C (3.33416, 0.14081, -1.91454)  0.055
C (2.37023, -1.50923, 1.40699)  -0.012
C (2.99965, -1.91756, 2.63966)  -0.001
C (2.56427, -3.05814, 3.30928)  0.000
C (1.63302, -3.91953, 2.73453)  0.002
C (1.17640, -3.63269, 1.45792)  0.001
C (1.46678, -2.41364, 0.83214)  -0.004
C (3.36956, 1.09107, 1.97260)  -0.003
C (2.57238, 1.34632, 3.08508)  0.000
C (2.93350, 2.29364, 4.08726)  0.000
C (4.11931, 3.00135, 3.94633)  0.000
C (4.93716, 2.72778, 2.83949)  0.002
C (4.57394, 1.80135, 1.87118)  -0.007
H (5.33085, -1.13957, 0.59124)  0.013
H (6.55245, -1.97292, -1.41431)  -0.003
H (5.84332, -1.27508, -3.68472)  0.009
H (3.71804, -0.04030, -4.00444)  0.001
H (2.38283, 0.68337, -2.05790)  0.142
H (3.76677, -1.32578, 3.10564)  0.000
H (3.00039, -3.32109, 4.27645)  0.000
H (1.31081, -4.83203, 3.27800)  0.000
H (0.53451, -4.31719, 0.89684)  0.001
H (0.96841, -2.24611, -0.14217)  0.000
H (1.67531, 0.74756, 3.18016)  0.001
H (2.27879, 2.47749, 4.92503)  0.000
H (4.39376, 3.74683, 4.68540)  0.000
H (5.90140, 3.26604, 2.77582)  0.000
H (5.24208, 1.59739, 1.02922)  0.002
Cl (-2.05858, 0.13667, -5.25434)  -0.009
Ge (-1.30668, 1.55691, -3.62912)  -0.033
Cl (-2.45574, 3.67975, -3.88006)  -0.007
Cl (0.92770, 2.00392, -4.12953)  0.000

The total charge is +4. As for the frontier orbital gap (spin up / spin down): 0.2538 / 0.0941 Ha. The value obtained for the strongest force on any atom is 5.102 eV/A. The calculation puts the energy above the lowest of the compared OMol25 structures with the same formula, charge and spin at 0.000 eV. The total energy comes out at -159183.9428 eV. As for the multiplicity: 6. The LUMO energy (spin up / spin down) comes out at -11.03 / -15.37 eV. Its expectation value of S² is 8.81.